1.
ORCA calculation (wB97M-V/def2-TZVPD) on a single C19H18N4O2 molecule at a distorted geometry.

Each line ends with the natural charge from an NBO analysis.
Geometry (Å):
N  3.236  -1.663  3.777  -0.295
C  2.741  -1.953  2.740  0.259
C  1.893  -2.116  1.537  -0.163
C  1.607  -3.551  1.178  -0.416
C  2.135  -3.964  -0.260  -0.412
C  3.040  -2.696  -0.562  -0.219
N  2.503  -1.617  0.262  -0.443
C  2.795  -0.322  -0.148  0.675
O  3.476  -0.175  -1.166  -0.600
C  2.030  1.003  0.323  0.039
N  0.619  1.196  -0.161  -0.616
C  -0.568  0.813  0.430  0.658
O  -0.582  0.468  1.621  -0.614
C  -1.704  0.720  -0.553  -0.081
C  -1.453  0.012  -1.761  -0.240
C  -2.332  0.167  -2.876  0.046
N  -3.440  0.862  -2.742  -0.388
C  -3.717  1.507  -1.619  0.098
C  -4.947  2.155  -1.625  -0.166
C  -5.452  2.789  -0.497  -0.204
C  -4.686  2.767  0.665  -0.205
C  -3.400  2.190  0.632  -0.207
C  -2.881  1.563  -0.519  -0.018
C  2.521  1.600  1.647  -0.401
C  2.948  2.270  0.343  -0.399
H  0.878  -1.656  1.764  0.289
H  0.524  -3.601  1.069  0.229
H  1.916  -4.207  2.029  0.236
H  1.429  -4.115  -1.169  0.216
H  2.706  -4.911  -0.250  0.225
H  4.093  -2.893  -0.065  0.200
H  2.937  -2.462  -1.659  0.246
H  0.432  1.605  -1.097  0.408
H  -0.552  -0.541  -1.858  0.224
H  -2.156  -0.237  -3.953  0.212
H  -5.551  2.046  -2.472  0.222
H  -6.494  3.190  -0.560  0.223
H  -5.142  3.116  1.588  0.222
H  -2.848  2.060  1.583  0.235
H  3.259  1.015  2.104  0.226
H  1.841  2.161  2.257  0.238
H  3.952  2.186  -0.051  0.240
H  2.394  3.220  0.073  0.222

The value obtained for the HOMO energy is -8.86 eV. Its net charge is 0. The calculation puts the LUMO energy at -0.497 eV. The value obtained for the maximum force is 4.16 eV/A. The SMILES is N#C[C@@H]1CCCN1C(=O)C1(NC(=O)c2ccnc3ccccc23)CC1. The energy above the lowest of the compared OMol25 structures with the same formula, charge and spin comes out at 2.894 eV.

2.
ORCA calculation (wB97M-V/def2-TZVPD) on a single C19H18N4O2S molecule.

Each line ends with the natural charge from an NBO analysis.
Geometry (Å):
C  6.143  -3.947  3.909  -0.606
C  4.706  -3.937  4.412  -0.418
C  3.689  -3.366  3.458  -0.002
C  2.401  -3.122  3.927  -0.207
C  1.421  -2.606  3.104  -0.181
C  1.720  -2.332  1.776  0.096
N  0.716  -1.803  0.918  -0.483
C  -0.562  -2.338  0.829  0.713
O  -0.976  -3.251  1.487  -0.552
C  -1.301  -1.580  -0.255  -0.522
C  -0.393  -0.410  -0.609  -0.163
N  -0.167  -0.273  -2.046  -0.437
N  -1.238  0.292  -2.744  -0.451
C  -1.738  1.512  -2.455  0.286
N  -1.215  2.346  -1.636  -0.549
C  -1.915  3.521  -1.592  0.203
C  -1.601  4.623  -0.806  -0.241
C  -2.411  5.740  -0.870  -0.206
C  -3.524  5.775  -1.701  -0.225
C  -3.855  4.688  -2.491  -0.203
C  -3.049  3.569  -2.430  -0.246
S  -3.213  2.060  -3.297  0.305
C  0.932  -0.737  0.072  0.705
O  1.971  -0.157  -0.089  -0.558
C  2.994  -2.573  1.288  -0.133
C  3.969  -3.082  2.129  -0.240
H  6.253  -4.603  3.049  0.204
H  6.804  -4.310  4.694  0.215
H  6.462  -2.945  3.632  0.208
H  4.405  -4.961  4.655  0.215
H  4.657  -3.364  5.343  0.211
H  2.165  -3.336  4.960  0.212
H  0.428  -2.422  3.484  0.228
H  -2.292  -1.291  0.094  0.245
H  -1.422  -2.246  -1.112  0.248
H  -0.757  0.537  -0.176  0.239
H  0.663  0.307  -2.180  0.385
H  -1.814  -0.358  -3.257  0.393
H  -0.734  4.586  -0.167  0.225
H  -2.175  6.602  -0.264  0.215
H  -4.141  6.660  -1.734  0.215
H  -4.718  4.709  -3.138  0.218
H  3.226  -2.357  0.257  0.220
H  4.953  -3.259  1.727  0.215

The value obtained for the HOMO energy is -8.35 eV. Its net charge is 0. The calculation puts the LUMO energy at 0.464 eV. The value obtained for the maximum force is 0.99 eV/A. The SMILES is CCc1ccc(N2C(=O)C[C@H](NNc3nc4ccccc4s3)C2=O)cc1. The energy above the lowest of the compared OMol25 structures with the same formula, charge and spin comes out at 0.929 eV.

3.
ORCA calculation (wB97M-V/def2-TZVPD) on a single C19H18N4O4S molecule at a distorted geometry.

Each line ends with the natural charge from an NBO analysis.
Geometry (Å):
C  -1.813  6.228  -4.347  -0.254
O  -0.877  6.132  -3.299  -0.486
C  -0.418  4.908  -2.941  0.311
C  -0.808  3.704  -3.528  -0.268
C  -0.267  2.513  -3.086  -0.143
C  0.669  2.500  -2.055  -0.163
C  1.238  1.251  -1.623  0.466
N  0.992  0.067  -2.097  -0.278
N  1.756  -0.806  -1.419  -0.375
C  2.439  -0.111  -0.554  0.314
S  3.619  -0.679  0.567  0.325
C  3.511  -2.479  0.246  -0.608
C  2.287  -3.036  0.956  0.647
O  2.323  -3.536  2.059  -0.609
N  1.157  -2.952  0.208  -0.477
N  -0.085  -3.098  0.833  -0.460
C  -0.726  -1.949  1.240  0.649
O  -0.324  -0.851  0.906  -0.613
C  -1.949  -2.176  2.044  -0.108
C  -2.386  -1.143  2.870  -0.159
C  -3.507  -1.305  3.659  -0.221
C  -4.227  -2.495  3.635  0.006
C  -5.427  -2.681  4.510  -0.630
C  -3.800  -3.515  2.791  -0.210
C  -2.674  -3.365  2.004  -0.201
O  2.170  1.200  -0.628  -0.409
C  1.054  3.705  -1.461  -0.149
C  0.517  4.892  -1.900  -0.258
H  -2.019  7.292  -4.459  0.203
H  -2.742  5.704  -4.105  0.179
H  -1.407  5.838  -5.286  0.178
H  -1.529  3.686  -4.329  0.216
H  -0.558  1.577  -3.535  0.236
H  3.475  -2.629  -0.830  0.256
H  4.417  -2.900  0.681  0.260
H  1.146  -2.317  -0.601  0.441
H  -0.146  -3.932  1.405  0.407
H  -1.827  -0.219  2.882  0.233
H  -3.831  -0.499  4.302  0.212
H  -6.129  -3.384  4.067  0.218
H  -5.118  -3.079  5.478  0.225
H  -5.933  -1.734  4.683  0.219
H  -4.360  -4.439  2.749  0.210
H  -2.379  -4.164  1.340  0.216
H  1.776  3.698  -0.659  0.225
H  0.802  5.832  -1.456  0.228

The value obtained for the HOMO energy is -8.12 eV. Its net charge is 0. The calculation puts the LUMO energy at 0.654 eV. The value obtained for the maximum force is 1.65 eV/A. The SMILES is COc1ccc(-c2nnc(SCC(=O)NNC(=O)c3ccc(C)cc3)o2)cc1. The energy above the lowest of the compared OMol25 structures with the same formula, charge and spin comes out at 0.843 eV.

4.
ORCA calculation (wB97M-V/def2-TZVPD) on a single C19H18N6OS molecule at a distorted geometry.

Each line ends with the natural charge from an NBO analysis.
Geometry (Å):
N  0.084  5.622  -2.893  -0.835
C  1.414  5.749  -3.012  0.654
O  2.004  6.805  -3.042  -0.617
C  2.142  4.411  -3.146  -0.613
S  2.355  3.570  -1.542  0.294
C  0.831  2.749  -1.413  0.184
N  -0.226  2.960  -2.155  -0.367
N  -1.182  2.101  -1.765  -0.281
C  -0.709  1.367  -0.802  0.340
C  -1.437  0.273  -0.119  -0.435
C  -1.468  -0.987  -1.015  -0.439
C  -1.614  -2.211  -0.186  0.397
N  -0.652  -2.736  0.515  -0.487
C  -1.200  -3.818  1.158  0.083
C  -0.626  -4.736  2.029  -0.205
C  -1.434  -5.738  2.524  -0.225
C  -2.781  -5.839  2.170  -0.213
C  -3.372  -4.937  1.307  -0.257
C  -2.566  -3.928  0.808  0.150
N  -2.799  -2.881  -0.049  -0.551
N  0.591  1.732  -0.527  -0.402
C  1.461  1.242  0.470  0.199
C  2.120  2.147  1.294  -0.241
C  2.975  1.682  2.275  -0.196
C  3.167  0.321  2.445  -0.206
C  2.505  -0.576  1.625  -0.181
C  1.654  -0.125  0.632  -0.243
H  -0.469  6.453  -2.768  0.397
H  -0.338  4.701  -2.778  0.431
H  3.156  4.589  -3.505  0.256
H  1.607  3.730  -3.805  0.249
H  -2.456  0.600  0.090  0.239
H  -0.937  0.037  0.822  0.242
H  -0.530  -1.059  -1.569  0.236
H  -2.280  -0.905  -1.738  0.228
H  0.414  -4.659  2.301  0.221
H  -1.020  -6.468  3.203  0.214
H  -3.374  -6.642  2.582  0.214
H  -4.414  -5.015  1.034  0.214
H  -3.670  -2.656  -0.499  0.419
H  1.958  3.207  1.168  0.231
H  3.488  2.387  2.911  0.221
H  3.833  -0.039  3.215  0.218
H  2.644  -1.639  1.751  0.223
H  1.152  -0.840  0.001  0.239

The value obtained for the HOMO energy is -8.64 eV. Its net charge is 0. The calculation puts the LUMO energy at 0.552 eV. The value obtained for the maximum force is 1.20 eV/A. The SMILES is NC(=O)CSc1nnc(CCc2nc3ccccc3[nH]2)n1-c1ccccc1. The energy above the lowest of the compared OMol25 structures with the same formula, charge and spin comes out at 0.000 eV.

5.
ORCA calculation (wB97M-V/def2-TZVPD) on a molecular structure, C19H18NOSSr at a distorted geometry.

Each line ends with the Mulliken charge.
Geometry (Å):
C  0.759  -2.053  3.214  0.039
C  -0.687  -2.010  3.133  -0.344
C  -1.036  -2.372  1.825  -0.339
H  -1.417  -1.826  3.924  0.423
C  0.153  -2.622  1.096  -0.973
C  1.260  -2.383  1.936  -1.411
H  2.301  -2.261  1.692  0.408
H  1.408  -1.785  4.067  0.395
H  -2.044  -2.358  1.484  0.326
H  0.203  -2.953  0.079  0.704
C  -1.132  2.340  1.732  0.312
C  -1.141  1.979  3.043  -0.783
C  0.273  1.822  3.557  0.697
H  -1.995  1.516  3.538  0.383
C  1.044  2.131  2.308  -1.570
C  0.204  2.575  1.308  -0.783
H  0.449  2.958  0.333  0.402
H  -2.013  2.390  1.106  0.313
H  0.742  2.398  4.339  0.502
H  2.123  2.185  2.312  0.432
Sr  0.605  0.005  0.689  1.425
O  -1.161  0.335  -0.568  -0.911
C  -1.270  -0.761  -1.464  -0.908
C  -0.023  -0.987  -2.230  -0.234
H  -1.517  -1.711  -0.975  0.156
H  -2.065  -0.538  -2.145  0.557
H  0.721  -1.734  -1.929  0.275
H  0.982  -2.029  -4.440  0.332
C  0.775  -0.962  -4.550  -0.488
C  0.237  -0.285  -3.409  0.273
C  -0.060  1.111  -3.558  -0.453
H  -0.453  1.639  -2.685  0.333
C  0.134  1.756  -4.770  -0.520
H  -0.093  2.823  -4.870  0.330
C  0.626  1.048  -5.877  -0.385
H  0.770  1.554  -6.829  0.322
C  0.937  -0.316  -5.764  -0.431
H  1.305  -0.880  -6.628  0.317
S  -0.078  -0.104  6.745  -0.395
C  -0.061  0.010  5.183  0.451
N  0.234  0.351  4.045  -0.179

The value obtained for the HOMO energy (spin up / spin down) is -2.56 / -1.47 eV. Its net charge is -1. The calculation puts the LUMO energy (spin up / spin down) at 1.784 / 1.103 eV. The value obtained for the maximum force is 4.06 eV/A. The energy above the lowest of the compared OMol25 structures with the same formula, charge and spin comes out at 0.151 eV.

6.
ORCA calculation (wB97M-V/def2-TZVPD) on a single C19H18O3S2 molecule at a distorted geometry.

Each line ends with the natural charge from an NBO analysis.
Geometry (Å):
C  3.632  -3.761  5.080  -0.700
C  3.591  -2.247  5.115  0.535
O  3.857  -1.721  6.165  -0.530
C  3.372  -1.470  3.899  -0.286
C  3.801  -0.172  3.669  -0.178
C  3.424  0.232  2.346  -0.242
C  2.479  -0.512  1.705  -0.161
C  1.840  -0.327  0.381  -0.082
C  2.040  0.964  -0.285  -0.172
C  1.295  1.238  -1.455  -0.199
C  0.345  0.331  -1.904  -0.059
C  -0.535  0.730  -3.129  -0.417
C  -1.968  1.338  -2.920  -0.239
C  -2.541  1.764  -4.311  -0.617
S  -1.814  2.764  -1.758  0.261
C  -2.983  2.124  -0.627  0.413
O  -3.265  2.783  0.306  -0.533
C  -3.644  0.788  -0.922  -0.449
C  -5.137  0.816  -1.021  -0.582
C  -2.902  0.338  -2.199  0.616
O  -3.206  -0.695  -2.758  -0.526
C  0.230  -0.892  -1.342  -0.145
C  0.996  -1.238  -0.170  -0.207
S  2.235  -2.000  2.610  0.392
H  4.620  -4.104  4.838  0.241
H  3.286  -4.135  6.079  0.242
H  2.890  -4.100  4.293  0.209
H  4.405  0.480  4.299  0.247
H  3.829  1.152  1.968  0.215
H  2.811  1.703  0.237  0.226
H  1.543  2.164  -1.998  0.222
H  -0.093  1.460  -3.669  0.207
H  -0.564  -0.141  -3.925  0.231
H  -3.619  2.042  -4.071  0.225
H  -2.012  2.659  -4.731  0.226
H  -2.419  0.971  -5.124  0.238
H  -3.534  0.039  -0.145  0.271
H  -5.383  1.623  -1.644  0.206
H  -5.696  0.987  -0.121  0.233
H  -5.521  -0.160  -1.402  0.233
H  -0.520  -1.614  -1.634  0.216
H  0.835  -2.201  0.275  0.217

The value obtained for the HOMO energy is -8.55 eV. Its net charge is 0. The calculation puts the LUMO energy at -0.311 eV. The value obtained for the maximum force is 3.85 eV/A. The SMILES is CC(=O)c1ccc(-c2ccc(C[C@]3(C)SC(=O)[C@@H](C)C3=O)cc2)s1. The energy above the lowest of the compared OMol25 structures with the same formula, charge and spin comes out at 1.385 eV.